{
  "formula": "C4H6O2",
  "method": "wB97M-V/def2-TZVPD",
  "elements": ["O", "O", "C", "C", "C", "C", "H", "H", "H", "H", "H", "H"],
  "positions_angstrom": [[0.194, -2.585, -0.098], [1.876, -1.013, -0.208], [0.666, -1.395, -0.068], [1.988, 0.366, 0.199], [-0.498, -0.856, 0.427], [-1.892, -0.686, 0.054], [-2.117, -1.010, -1.098], [1.612, 0.472, 1.232], [1.493, 1.022, -0.400], [-2.345, -1.443, 0.645], [-2.135, 0.374, 0.188], [3.099, 0.677, 0.321]],
  "atomic_forces_ev_per_a": [[0.954, 1.054, -0.077], [1.659, 1.139, -0.068], [-3.923, -1.538, 0.261], [3.604, -0.744, 3.185], [1.565, -0.339, 0.277], [0.875, -0.553, -3.926], [0.477, 0.899, 2.390], [-0.167, -0.218, -0.443], [-1.372, 1.608, -2.055], [-1.338, 0.051, 0.845], [-0.536, -0.456, 0.398], [-1.798, -0.903, -0.786]],
  "mulliken_charge": [-0.5685, -0.3185, 0.7940, -0.7830, -0.0398, -0.8491, 0.2263, 0.3488, 0.3640, 0.2770, 0.3145, 0.2345],
  "lumo_ha": 0.0133,
  "charge": 0,
  "total_energy_ev": -8335.4808,
  "e_above_lowest_kcal_mol": 114.8
}